No. 1
Molecular formula: C33H37ClO2PbSi2
Method: DFT, ωB97M-V with the def2-TZVPD basis set

Summary:
- lowest unoccupied orbital energy (eV) = -7.222
- total energy (eV) = -72425.28273
- HOMO energy (Ha) = -0.4816
- molar mass (g mol⁻¹) = 764.48
- energy above the lowest of the compared OMol25 structures with the same formula, charge and spin (eV) = 0.000
- charge = +2

The geometry in XYZ format:
```
76
Properties=species:S:1:pos:R:3:forces:R:3
Pb -0.769507 0.978113 -0.043277 2.0 -1.2 1.4
Cl -1.674269 3.357926 -1.941634 0.2 1.0 0.0
Si -0.128663 4.718897 -1.375945 2.1 -3.6 1.5
Si -0.828666 6.943772 -1.948192 -0.2 4.2 -1.3
O -0.441469 -0.708869 -1.843364 -1.0 -0.1 -1.0
O -2.559661 -0.628046 -0.381608 -0.5 -0.2 -0.8
C 3.725070 3.196932 -2.283819 -0.2 -0.2 0.1
C 1.544862 4.309087 -3.590269 0.5 0.4 -0.1
C -3.451412 -1.155350 0.611532 -0.4 -0.3 0.1
C -1.666907 -0.820013 -2.639553 0.9 0.5 0.0
C -0.026273 7.643403 -3.468159 0.1 -0.5 -0.1
C 3.892125 3.705620 -3.574700 -0.3 0.1 0.0
C 0.880948 4.874731 3.202698 -0.2 -0.1 -0.1
C 2.787971 4.251241 -4.233676 -0.2 -0.3 0.0
C -1.294745 10.342837 1.180307 0.0 -0.4 -0.3
C -0.763053 8.414184 -4.381291 0.3 -0.1 -0.1
C 1.876131 -0.283381 0.539428 -0.5 -0.1 -0.2
C 1.999965 8.034787 -4.740412 0.0 0.1 0.0
C 0.769026 -1.062770 0.980437 0.0 0.2 -0.1
C 0.154922 -0.368396 2.075201 -0.4 0.1 -0.3
C 1.274801 8.814458 -5.649326 -0.2 -0.3 0.3
C 1.789607 5.278943 2.223841 0.1 -0.1 -0.2
C -2.224678 8.365925 0.105410 0.3 0.1 0.2
C -0.255780 10.372749 0.235329 -0.4 -0.2 0.1
C -0.188753 9.395861 -0.761105 -0.1 -0.2 0.3
C 0.887278 0.840162 2.282613 0.2 0.4 0.0
C -1.117198 8.326974 -0.760900 -0.7 0.4 0.2
C -0.704686 4.263521 1.464347 0.0 0.1 0.0
C -2.300087 9.362385 1.078788 0.3 0.4 0.1
C -2.860816 -1.070700 -1.736005 -0.6 -0.2 0.6
C 1.939073 0.888636 1.335086 -0.3 0.3 0.3
C 1.431513 4.018555 -2.219215 -0.7 0.2 -0.9
C 0.723729 -1.340201 -2.405750 0.0 -0.4 0.0
C 1.362683 7.488683 -3.625114 -0.2 0.1 -0.3
C -0.100228 9.016139 -5.452665 0.1 0.0 0.0
C 0.200114 4.680228 0.471578 -0.4 0.0 0.2
C -0.367597 4.369713 2.817473 0.2 0.0 0.0
C 2.502127 3.338806 -1.606340 0.2 0.3 0.4
C 1.468889 5.158307 0.871289 -0.3 0.3 -0.1
H 1.783544 9.257502 -6.509828 -0.2 -0.1 0.3
H 0.561667 9.486779 -1.549759 -0.1 -0.2 0.4
H -1.078511 4.068119 3.585584 0.1 0.0 -0.2
H 2.754155 5.699059 2.511352 -0.2 -0.2 -0.1
H 1.947673 6.927532 -2.888584 -0.2 0.2 -0.3
H 3.063761 7.845272 -4.896865 -0.3 0.2 0.1
H 2.209714 5.454926 0.115184 -0.3 0.0 0.4
H 0.874752 -2.305300 -1.901137 0.0 0.2 -0.2
H -1.326092 11.093240 1.980564 -0.1 -0.4 -0.4
H 0.661880 4.645813 -4.140742 0.4 0.2 0.1
H 0.505120 -2.067808 0.630148 0.1 0.6 0.2
H -3.136228 9.398250 1.772878 0.1 -0.1 -0.2
H -4.500522 -1.091039 0.266655 0.5 0.1 0.2
H -1.889256 5.890927 -2.104564 0.5 -0.2 0.4
H -1.683953 3.849144 1.183312 0.3 0.3 0.1
H -1.570652 -1.656519 -3.347051 0.0 0.4 0.1
H -0.650637 -0.763673 2.704913 0.4 0.2 -0.3
H -0.656197 9.644264 -6.148128 0.1 -0.2 0.2
H 0.583665 -1.513556 -3.479046 0.1 0.2 0.2
H 1.590276 -0.703159 -2.225060 -0.2 0.0 -0.1
H 4.861970 3.650389 -4.083220 -0.4 0.0 0.3
H 2.616547 -0.588576 -0.205002 -0.4 0.2 0.3
H 2.392312 2.934656 -0.588752 0.2 0.4 -0.5
H 1.153837 4.946414 4.264520 -0.2 0.0 -0.6
H 4.567559 2.689504 -1.803534 -0.4 0.2 -0.1
H 2.901825 4.630017 -5.247168 -0.1 -0.2 0.1
H 0.491702 11.162121 0.270971 -0.2 -0.1 -0.1
H -1.801699 0.134149 -3.186116 0.2 -0.5 0.1
H -3.329397 -0.568524 1.529248 0.0 -0.1 -0.3
H 0.434125 6.432430 -1.260010 -0.2 -1.3 -0.3
H -3.201099 -2.209329 0.814470 -0.1 0.4 -0.1
H 0.727096 1.569233 3.086358 0.0 -0.4 -0.5
H -3.734522 -0.500771 -2.111125 0.3 -0.4 0.2
H -3.035125 7.638686 -0.014563 0.4 0.2 0.3
H -1.840863 8.544407 -4.237636 0.4 0.1 -0.2
H 2.724686 1.651344 1.293591 -0.4 -0.4 0.0
H -3.120579 -2.145202 -1.733969 0.1 0.5 0.3
```
Positions in Å, forces in eV/Å.

Löwdin population analysis, charges in e, atoms 1 to 5: atom 1 (Pb): 1.518, atom 2 (Cl): 0.296, atom 3 (Si): 0.336, atom 4 (Si): 0.732, atom 5 (O): -0.396

***

No. 2
Molecular formula: C41H45BaN3O2S2Sb
Method: DFT, ωB97M-V with the def2-TZVPD basis set

Summary:
- lowest unoccupied orbital energy (eV) = 2.007
- total energy (eV) = -80715.35808
- HOMO energy (Ha) = -0.1442
- molar mass (g mol⁻¹) = 935.05
- energy above the lowest of the compared OMol25 structures with the same formula, charge and spin (eV) = 1.546
- charge = -1

The geometry in XYZ format:
```
95
Properties=species:S:1:pos:R:3:forces:R:3
Ba -0.847498 -0.606428 0.691866 -0.8 0.7 1.2
Sb -0.780493 2.014059 -2.976732 0.1 0.1 0.0
S -2.470089 -0.348441 3.378138 0.0 0.4 0.2
S -4.215512 -4.152282 -0.673162 0.1 -0.1 0.2
O 1.950377 -2.382187 0.964584 -0.2 -0.6 -0.1
O 0.811170 -0.099384 -0.935807 1.3 0.1 -0.8
N -1.249927 -3.007223 1.778048 -0.1 -0.7 0.4
N 1.840054 -0.350112 2.711311 -0.2 -0.4 0.2
N 1.691780 0.178069 1.589649 0.7 0.8 -0.1
C -2.615004 2.735406 -0.644888 -0.2 -0.1 -0.1
C 6.844317 0.729215 1.005884 -0.1 0.0 0.1
C 4.216232 -2.637330 4.417034 0.0 0.0 -0.1
C -2.493559 1.285092 4.035212 0.0 0.1 0.0
C 2.756837 -1.420334 2.930067 0.0 0.3 -0.2
C 4.055417 0.296134 0.756441 -0.2 0.1 0.1
C -3.461612 2.960795 5.530021 0.1 -0.1 -0.1
C -1.348830 4.897621 -3.690627 0.0 0.0 -0.1
C -3.421084 -2.055135 -1.869486 0.1 -0.1 0.2
C -2.590692 -2.073042 -0.682503 -0.7 -0.5 -0.8
C -1.246682 3.559364 -4.426145 0.1 0.1 0.0
C 4.632338 0.716226 1.985136 0.0 0.0 -0.1
C -4.310778 -3.082848 -1.994820 0.0 0.1 0.0
C 4.224130 -3.708779 3.535134 -0.1 0.1 0.0
C 3.476155 -3.656345 2.362793 0.0 0.0 0.0
C -1.078771 0.282431 -4.263539 0.1 0.0 0.0
C -2.587764 -4.726402 3.481796 -0.1 0.0 0.0
C -1.584213 2.278043 3.624970 0.0 0.0 0.1
C -3.428789 1.671189 5.013549 0.0 0.0 -0.1
C -2.411267 -3.566478 1.385282 -0.1 0.1 -0.2
C -2.936037 -3.178565 0.055906 0.0 -0.1 0.1
C -1.395742 -4.140689 3.884869 0.0 0.0 0.0
C 6.309345 0.363048 -0.199874 0.0 0.0 0.0
C -2.120383 0.445142 -5.366521 0.1 -0.1 0.0
C 2.081832 -0.026135 -0.737146 0.1 0.0 0.0
C -2.719438 1.971082 -1.973891 0.1 0.0 0.2
C 3.016777 -0.210823 -1.819067 -0.2 0.1 0.0
C -2.558741 3.928195 5.096354 0.0 -0.1 0.0
C 5.981226 0.927338 2.102475 0.0 0.0 -0.1
C 1.748247 -3.519126 0.129968 0.1 0.1 0.1
C 4.920412 0.162240 -0.354170 0.0 0.0 -0.1
C -3.914031 2.458096 -2.787299 0.0 0.1 0.2
C -3.106109 -4.434313 2.236534 0.1 0.0 0.0
C 2.744305 -2.515192 2.056944 -0.1 -0.2 -0.2
C -1.617062 3.570092 4.139247 0.0 -0.1 0.0
C 0.270692 -0.164474 -4.836392 -0.1 -0.1 0.0
C 3.464928 -1.509485 4.115730 0.0 0.1 0.1
C 2.642887 0.125587 0.552079 0.1 0.0 0.1
C 4.353278 -0.135831 -1.631616 0.2 0.0 0.1
C -0.780274 -3.278347 3.004231 0.0 0.1 -0.3
C -0.145487 3.610203 -5.487388 0.0 0.1 0.0
H 0.133545 -2.764876 3.289838 0.0 0.0 0.0
H -4.054799 -4.847150 1.921650 0.0 0.0 0.0
H -4.203432 3.215699 6.280730 0.0 0.0 0.0
H 2.606510 -0.415946 -2.800864 0.0 0.0 0.1
H 4.777957 -2.682305 5.341703 0.0 0.0 0.0
H -4.137738 0.926894 5.357322 0.0 0.0 0.0
H -5.014661 -3.274490 -2.796102 0.1 0.0 0.1
H -0.969994 -4.319383 4.861488 0.0 0.0 0.0
H 1.331928 -4.350129 0.699175 0.0 -0.1 0.1
H -1.411738 -0.484568 -3.557409 0.0 0.0 0.0
H -1.745581 2.441473 -0.050996 0.0 0.0 0.0
H -2.856090 0.906540 -1.743358 0.0 0.0 0.0
H -2.116470 -0.436827 -6.019284 0.0 0.0 0.0
H 6.948326 0.235065 -1.068162 0.0 0.0 0.0
H -2.136072 4.902760 -2.932223 0.0 0.0 -0.1
H 0.692885 0.577995 -5.521200 0.0 0.0 0.0
H -1.559728 5.715831 -4.391683 0.0 0.0 0.0
H -2.585175 4.933836 5.498376 0.0 0.0 0.0
H 0.997984 -0.340899 -4.041477 -0.1 0.0 -0.1
H 0.157246 -1.100042 -5.398813 0.0 0.1 0.0
H -0.336597 4.410060 -6.214740 0.0 0.0 0.0
H -2.200858 3.329675 -4.905687 0.0 0.0 0.0
H -0.894216 4.301904 3.790769 0.0 -0.1 0.0
H 3.413432 -0.670437 4.801836 0.0 -0.1 0.0
H -0.407876 5.138257 -3.182816 -0.1 0.0 0.0
H -4.832797 2.364870 -2.195375 0.0 0.0 0.0
H 7.911209 0.886622 1.112398 0.0 0.0 0.0
H -3.130082 0.548887 -4.973419 0.0 0.0 0.0
H 5.024777 -0.281430 -2.472448 0.0 0.0 0.0
H 4.796112 -4.600315 3.759771 0.0 0.0 0.0
H -4.059319 1.897138 -3.707827 0.0 0.0 0.0
H 0.831101 3.809826 -5.031781 -0.1 0.0 0.0
H -1.915073 1.315047 -5.997317 0.0 -0.1 0.0
H 6.386447 1.257955 3.052496 0.0 0.0 0.0
H -0.060540 2.672917 -6.044309 0.0 0.1 0.0
H 1.036560 -3.215705 -0.632509 0.0 0.1 0.0
H 2.681421 -3.822440 -0.346373 0.1 0.0 0.0
H -3.367362 -1.280969 -2.631780 0.0 0.0 0.1
H -3.502938 2.567600 -0.024990 0.0 0.0 0.0
H -3.810087 3.513257 -3.056697 0.0 -0.1 0.0
H 3.463642 -4.505433 1.693258 0.0 0.0 0.0
H -3.124364 -5.389601 4.150549 0.0 0.0 0.0
H -0.821138 2.016917 2.900202 0.0 0.0 0.0
H -2.530352 3.813853 -0.810534 0.0 0.0 0.0
H 3.997127 0.903125 2.838433 0.0 0.0 0.0
```
Positions in Å, forces in eV/Å.

Löwdin population analysis, charges in e, atoms 1 to 5: atom 1 (Ba): 1.683, atom 2 (Sb): 1.528, atom 3 (S): 0.366, atom 4 (S): 0.950, atom 5 (O): -0.141

***

No. 3
Molecular formula: C28H14F10N2O2S2Ti
Method: DFT, ωB97M-V with the def2-TZVPD basis set

Summary:
- lowest unoccupied orbital energy (eV) = 4.466
- total energy (eV) = -108301.27581
- HOMO energy (Ha) = -0.0527
- molar mass (g mol⁻¹) = 712.41
- energy above the lowest of the compared OMol25 structures with the same formula, charge and spin (eV) = 0.334
- charge = -2

The geometry in XYZ format:
```
59
Properties=species:S:1:pos:R:3:forces:R:3
Ti 0.466906 -0.950551 0.139809 0.8 0.1 -0.5
S 3.555709 2.820033 0.340894 -0.1 0.1 0.0
S 1.680631 0.656550 1.524771 0.0 0.2 0.1
F 2.670493 -6.114243 0.962349 0.0 0.0 0.0
F -3.026295 0.764238 1.382634 0.0 -0.1 0.0
F -2.465430 -2.232987 5.890713 0.0 0.0 0.0
F -4.524224 -0.444897 5.685533 0.0 0.0 0.0
F -1.530691 -3.179729 -0.853754 0.1 0.0 0.0
F -1.589032 -5.876770 -1.035571 0.0 0.0 0.0
F 2.746575 -3.435201 1.171126 -0.1 0.0 0.0
F -4.769973 1.042490 3.403136 0.0 0.0 0.0
F -0.705288 -2.540873 3.883510 0.0 0.0 -0.1
F 0.515270 -7.348900 -0.136203 0.0 0.1 0.0
O -0.953532 -1.058039 1.574436 0.0 -0.1 0.0
O -0.582451 0.264572 -0.935490 -0.2 0.1 0.3
N 2.762027 0.647143 -0.890248 0.2 -0.2 -0.4
N 2.100293 -0.551751 -0.837448 -0.3 0.3 0.9
C -2.860707 0.003314 2.474530 -0.2 0.1 0.2
C 2.388842 3.850477 -0.633204 0.1 -0.1 0.2
C 1.408469 -1.176528 -1.848991 -0.2 -0.2 -0.6
C -1.139019 4.859672 1.597108 0.1 0.1 0.0
C 0.044060 3.366417 0.124488 -0.1 0.0 0.0
C -1.087678 3.684763 0.862127 -0.1 0.0 0.0
C 0.920170 -0.148225 -4.167338 0.1 0.0 -0.1
C 2.688027 1.273901 0.224643 -0.2 -0.3 0.1
C -2.596917 -1.497816 4.770221 0.0 0.1 -0.1
C -0.524789 -5.248089 -0.492413 0.0 0.1 0.0
C 1.144398 4.215685 0.122042 0.0 0.1 -0.1
C -1.035618 1.404037 -2.970222 -0.1 0.1 0.1
C -3.762440 0.155523 3.513248 0.1 -0.1 -0.1
C -3.641639 -0.593735 4.669868 0.0 0.0 0.0
C -0.779642 1.545372 -4.326501 0.1 -0.1 0.0
C 1.638912 -3.979922 0.614510 0.0 -0.3 0.0
C -0.310663 0.482900 -2.211524 -0.5 0.1 0.0
C 0.197225 0.761007 -4.936059 -0.1 0.1 0.1
C 1.636108 -5.366390 0.520849 0.0 0.1 0.0
C 0.691709 -0.285189 -2.805700 0.3 -0.3 0.0
C -0.463402 -3.867825 -0.373559 0.0 -0.4 0.0
C 1.085077 5.395730 0.861016 0.0 0.0 0.0
C 0.543149 -6.001864 -0.037762 0.0 0.0 0.0
C -1.785814 -0.907016 2.534297 0.3 0.0 -0.2
C -0.045329 5.720288 1.593385 -0.1 0.0 0.0
C 1.968179 -2.471502 -2.405289 0.2 0.1 -0.1
C -1.696117 -1.648035 3.733045 -0.2 0.0 0.2
C 0.605511 -3.191828 0.165967 -0.1 0.3 0.2
H -0.073300 6.639803 2.166970 0.0 0.0 0.0
H 2.959068 4.742605 -0.898674 0.0 0.0 0.0
H 2.817168 -2.784101 -1.796823 0.0 -0.1 0.0
H 0.394956 0.863287 -5.996868 0.0 0.0 0.0
H 2.173368 3.277850 -1.532975 -0.1 0.0 -0.1
H -1.354741 2.259352 -4.905269 0.0 0.0 0.0
H -1.808125 1.985201 -2.479118 0.0 0.0 0.0
H -2.022763 5.102552 2.174900 0.0 0.0 0.0
H 2.327799 -2.341713 -3.433669 0.1 0.0 0.0
H -1.923684 2.995917 0.867616 0.0 0.0 0.0
H 1.688331 -0.750419 -4.639423 0.0 0.0 0.0
H 1.231442 -3.277270 -2.412209 0.0 0.0 -0.1
H 1.945976 6.056500 0.867721 0.0 0.0 0.0
H 0.063457 2.434230 -0.425159 0.0 0.0 0.0
```
Positions in Å, forces in eV/Å.

Löwdin population analysis, charges in e, atoms 1 to 5: atom 1 (Ti): 0.827, atom 2 (S): 0.808, atom 3 (S): 0.594, atom 4 (F): 0.076, atom 5 (F): 0.099